This record from the OMol25 dataset describes a 2-piece molecular cluster, C5H9N overall at a distorted geometry. The level of theory is wB97M-V/def2-TZVPD.

Properties
ΔE to the lowest compared entry with this formula, charge and spin   5.778 eV
Multiplicity   1
Calculated total energy   -250.45462 a.u.
Molecular weight   83.1 g mol⁻¹
Gap between HOMO and LUMO   9.2 eV
LUMO energy   0.92 eV

Each line ends with the natural charge from an NBO analysis.
Element x y z (Å)
C: -1.6169 1.0247 -0.0410  -0.4784
C: -1.8154 -0.4994 -0.2007  -0.4855
C: -0.4836 0.1059 -0.1771  0.2497
N: 0.7532 0.0783 -0.7096  -0.4074
C: 1.6663 -0.9356 -0.2598  -0.2470
C: 1.8507 0.4925 0.1343  -0.2434
H: -2.0531 1.6280 -0.8434  0.2341
H: -1.5994 1.4950 0.9276  0.2320
H: -1.7103 -1.0524 0.7150  0.2586
H: -2.4222 -0.8644 -1.0250  0.2270
H: -0.2300 -0.4735 1.5142  -0.2005
H: 1.2828 -1.6033 0.5176  0.2207
H: 2.2744 -1.3554 -1.0513  0.2095
H: 2.6016 1.1018 -0.3560  0.2082
H: 1.5789 0.7367 1.1656  0.2224

Forces on the atoms, in the same order (eV/Å):
0.11 0.04 0.53
-0.23 -0.39 0.38
0.55 -0.51 2.64
0.05 0.12 -0.64
0.16 -0.21 -0.14
0.20 0.18 -0.05
0.65 -0.34 0.00
-0.70 0.13 0.13
-1.78 -0.48 -0.27
0.44 0.13 -0.12
0.34 1.39 -2.25
0.10 0.16 -0.23
0.08 -0.10 0.20
0.00 -0.08 0.14
0.04 -0.04 -0.32

This record from the OMol25 dataset describes the molecule C5H9N at a distorted geometry. The level of theory is wB97M-V/def2-TZVPD.

Properties
ΔE to the lowest compared entry with this formula, charge and spin   1.939 eV
Multiplicity   1
SMILES string   C=CCNC=C
Calculated total energy   -250.59570 a.u.
Molecular weight   83.1 g mol⁻¹
Gap between HOMO and LUMO   9.3 eV
LUMO energy   1.14 eV

Each line ends with the natural charge from an NBO analysis.
Element x y z (Å)
C: -2.9909 -0.3237 0.2999  -0.5105
C: -1.7378 -0.2871 -0.1587  0.0202
N: -0.4892 -0.4787 0.3934  -0.6097
C: 0.7141 -0.3329 -0.4679  -0.2496
C: 2.7078 1.0767 -0.3011  -0.3831
C: 1.8241 0.2972 0.3177  -0.1920
H: -3.2144 -0.2442 1.3616  0.1878
H: -3.8213 -0.0847 -0.3460  0.2066
H: -1.6551 -0.1858 -1.2491  0.1630
H: -0.3429 0.0548 1.2404  0.3719
H: 1.0700 -1.3564 -0.6587  0.1965
H: 0.4078 0.0886 -1.4227  0.1973
H: 3.5542 1.5243 0.1950  0.2046
H: 2.5439 1.2354 -1.3583  0.1934
H: 1.8248 0.0574 1.3729  0.2035

Forces on the atoms, in the same order (eV/Å):
0.36 0.99 1.16
-0.35 -0.43 -2.09
0.44 0.82 0.77
-0.79 -1.62 1.07
-0.43 -0.43 0.51
-0.10 0.88 -1.16
0.06 -0.48 -0.01
0.13 -0.17 -0.26
-0.11 -0.15 0.16
-0.25 -0.28 0.20
-0.16 0.06 -0.33
0.50 0.50 -0.02
0.08 0.06 -0.02
0.32 0.24 -0.07
0.30 0.01 0.09

This record from the OMol25 dataset describes the molecule C5H9N at a distorted geometry. The level of theory is wB97M-V/def2-TZVPD.

Properties
ΔE to the lowest compared entry with this formula, charge and spin   2.042 eV
Multiplicity   1
SMILES string   C=C/C=C/CN
Calculated total energy   -250.59190 a.u.
Molecular weight   83.1 g mol⁻¹
Gap between HOMO and LUMO   9.6 eV
LUMO energy   0.90 eV

Each line ends with the natural charge from an NBO analysis.
Element x y z (Å)
N: 2.3747 0.8195 -1.6432  -0.8167
C: 1.2026 0.9501 -0.7798  -0.2527
C: -2.6811 -0.5007 1.2068  -0.4044
C: -1.4734 -1.0584 0.9813  -0.1980
C: -0.3333 -0.1457 0.7964  -0.2106
C: 0.5556 -0.2926 -0.1969  -0.1873
H: 2.1366 0.4025 -2.5348  0.3467
H: 3.0020 0.1106 -1.2853  0.3470
H: 1.4950 1.4789 0.1323  0.1918
H: 0.4705 1.5482 -1.3151  0.2034
H: -3.5565 -0.9906 1.6111  0.2073
H: -2.5838 0.5509 1.4674  0.1821
H: -1.3350 -2.1129 0.7667  0.2069
H: -0.2421 0.7085 1.4648  0.1983
H: 0.3773 -1.1627 -0.8304  0.1862

Forces on the atoms, in the same order (eV/Å):
0.14 -0.57 -0.15
1.01 -0.62 0.92
1.60 -0.03 1.67
-0.95 0.48 -0.23
0.90 -0.61 -0.15
-1.78 0.41 -0.82
-0.44 0.30 -0.22
0.25 0.16 0.51
0.10 0.61 -0.31
-0.17 -0.03 0.03
-0.15 -0.33 -0.77
-0.56 0.14 -0.29
-0.02 -0.04 0.13
-0.34 0.15 -0.20
0.42 -0.01 -0.12

This record from the OMol25 dataset describes C5H9N as an isolated structure at a distorted geometry. The level of theory is wB97M-V/def2-TZVPD.

Properties
ΔE to the lowest compared entry with this formula, charge and spin   8.003 eV
Multiplicity   1
Calculated total energy   -250.37285 a.u.
Molecular weight   83.1 g mol⁻¹
Gap between HOMO and LUMO   10.3 eV
LUMO energy   0.78 eV

Each line ends with the natural charge from an NBO analysis.
Element x y z (Å)
C: 1.1590 1.6335 0.9134  -0.4737
C: -0.4195 -0.0189 -0.1661  -0.1547
C: -0.5164 -1.1832 0.8772  -0.6622
C: -0.5418 -0.8154 -1.4567  -0.0285
C: -0.6870 -1.4024 -2.4357  -0.2544
H: 2.4293 1.7766 1.1938  0.2417
H: 0.4528 0.9852 1.7979  0.1895
H: 0.3214 2.5394 0.8769  0.1941
H: 0.8800 1.7706 -1.1472  0.3555
H: -1.3757 0.5493 0.1189  0.2178
H: 0.5665 -1.7636 0.9595  0.2456
H: -1.1916 -1.9816 0.1161  0.2673
H: -1.1454 -0.7899 2.0096  0.2274
H: -0.9404 -2.0990 -3.3197  0.2542
N: 1.0089 0.7994 -0.3378  -0.6196

Forces on the atoms, in the same order (eV/Å):
-2.05 -0.96 2.31
0.83 -0.23 -1.51
-0.21 -1.82 0.34
0.63 5.17 5.72
-1.56 -5.10 -7.17
-4.37 0.02 -0.66
3.04 1.62 -1.96
3.08 -1.39 0.14
0.06 -4.41 2.59
1.56 0.07 -1.20
-2.87 1.63 0.39
1.51 2.05 3.32
2.33 -1.67 -3.62
0.80 1.81 2.06
-2.77 3.20 -0.75

This record from the OMol25 dataset describes the molecule C5H9N. The level of theory is wB97M-V/def2-TZVPD.

Properties
ΔE to the lowest compared entry with this formula, charge and spin   5.629 eV
Multiplicity   1
Calculated total energy   -250.46009 a.u.
Molecular weight   83.1 g mol⁻¹
Gap between HOMO and LUMO (alpha / beta)   8.0 / 8.0 eV
LUMO energy (alpha / beta)   -0.11 / -0.10 eV

Each line ends with the natural charge from an NBO analysis.
Element x y z (Å)
C: -1.1002 1.4250 -0.6947  -0.8244
C: -0.7708 0.0174 -0.9714  0.1933
C: 0.0329 -1.4965 0.9606  -0.2831
N: 1.1704 -0.9521 0.2060  -0.3621
C: 0.7134 -0.3201 -1.0571  -0.4009
C: 0.6385 -0.1845 1.3323  -0.2820
H: -0.3012 2.1475 -0.4523  0.1808
H: -1.9255 1.5083 0.0280  0.2589
H: -1.5659 1.7185 -1.6509  0.2893
H: 0.2680 -2.2984 1.6488  0.2012
H: -0.8836 -1.6593 0.4030  0.2402
H: 0.8464 -1.0572 -1.8573  0.2183
H: 1.3895 0.5330 -1.2350  0.1727
H: 0.2608 0.8048 1.0995  0.1951
H: 1.2270 -0.1863 2.2406  0.2025

Forces on the atoms, in the same order (eV/Å):
0.08 -0.06 -0.07
0.10 0.34 -0.33
-0.11 -0.16 0.25
0.01 0.03 -0.07
-0.07 0.01 -0.18
0.01 0.10 0.32
-0.03 -0.18 -0.09
0.12 -0.08 -0.21
-0.01 0.06 -0.02
0.20 -0.12 -0.12
-0.03 0.41 0.32
0.03 0.11 0.07
-0.19 -0.04 0.01
-0.37 -0.36 0.19
0.24 -0.08 -0.08

This record from the OMol25 dataset describes a 2-piece molecular cluster, C5H9N overall at a distorted geometry. The level of theory is wB97M-V/def2-TZVPD.

Properties
ΔE to the lowest compared entry with this formula, charge and spin   3.702 eV
Multiplicity   1
SMILES string   C1=NC1.C=CC
Calculated total energy   -250.53089 a.u.
Molecular weight   83.1 g mol⁻¹
Gap between HOMO and LUMO   10.3 eV
LUMO energy   1.15 eV

Each line ends with the natural charge from an NBO analysis.
Element x y z (Å)
C: -0.0029 -1.2628 -0.5325  -0.6341
C: 2.1014 -0.0504 -0.7084  -0.3873
C: 1.0651 -0.3922 0.0434  -0.1661
N: -0.5310 1.5131 0.1676  -0.2982
C: -1.3281 0.9660 1.3279  -0.3249
C: -1.6192 0.9374 -0.0827  0.0225
H: 0.0947 -1.2936 -1.6231  0.2119
H: 0.1633 -2.2706 -0.1391  0.2209
H: 3.0360 0.2795 -0.2778  0.1972
H: 2.0407 -0.1437 -1.7907  0.1841
H: 1.0888 -0.2360 1.1228  0.2001
H: -0.9444 0.0921 1.8648  0.1771
H: -1.7942 1.7264 1.9424  0.1838
H: -2.2817 0.7663 -0.9176  0.2186
H: -1.0323 -0.9428 -0.2996  0.1942

Forces on the atoms, in the same order (eV/Å):
-0.28 -0.12 -0.06
0.14 -0.04 0.06
0.63 -0.71 -0.15
-0.79 0.37 -0.27
-0.21 0.06 0.52
0.18 0.99 0.04
-0.04 -0.07 0.16
-0.25 -0.01 -0.13
-0.08 0.48 -0.05
0.20 -0.20 0.15
0.08 -0.15 -0.24
-0.07 0.17 -0.27
-0.05 -0.10 0.21
0.07 -0.07 0.00
0.48 -0.59 0.05

This record from the OMol25 dataset describes the molecule C5H9N at a distorted geometry. The level of theory is wB97M-V/def2-TZVPD.

Properties
ΔE to the lowest compared entry with this formula, charge and spin   2.356 eV
Multiplicity   1
SMILES string   C#CCNCC
Calculated total energy   -250.58038 a.u.
Molecular weight   83.1 g mol⁻¹
Gap between HOMO and LUMO   10.0 eV
LUMO energy   1.10 eV

Each line ends with the natural charge from an NBO analysis.
Element x y z (Å)
C: 2.6689 -0.6193 -0.0203  -0.6052
C: 1.6496 0.4668 0.0319  -0.2192
C: -0.7658 0.7856 0.0140  -0.2818
C: -2.0521 0.0263 -0.0169  -0.0189
C: -3.0862 -0.5676 -0.0212  -0.2391
H: 3.6798 -0.1808 -0.0352  0.2136
H: 2.5259 -1.2810 -0.9139  0.2158
H: 2.5489 -1.3067 0.8566  0.1973
H: 1.7324 1.0078 0.9702  0.1587
H: 1.9228 1.1948 -0.7529  0.1880
H: 0.1857 -0.9288 0.4875  0.3679
H: -0.7322 1.5077 -0.8359  0.2120
H: -0.7920 1.4739 0.8703  0.1879
H: -3.9835 -1.1679 0.0738  0.2390
N: 0.3466 -0.1243 -0.0923  -0.6161

Forces on the atoms, in the same order (eV/Å):
0.67 -1.53 0.10
0.17 0.10 0.06
-1.03 0.40 -0.94
1.21 1.02 -0.06
-1.06 -0.92 0.30
-0.28 -0.43 0.10
0.17 0.78 0.56
0.34 0.60 -0.53
0.21 0.32 0.43
-0.81 -0.23 -0.03
0.34 -0.17 0.27
-0.11 -0.63 0.22
0.24 -0.35 0.45
0.59 0.51 -0.21
-0.65 0.51 -0.73

This record from the OMol25 dataset describes the molecule C5H9N at a distorted geometry. The level of theory is wB97M-V/def2-TZVPD.

Properties
ΔE to the lowest compared entry with this formula, charge and spin   2.690 eV
Multiplicity   1
SMILES string   C#CCN(C)C
Calculated total energy   -250.56810 a.u.
Molecular weight   83.1 g mol⁻¹
Gap between HOMO and LUMO   10.2 eV
LUMO energy   1.07 eV

Each line ends with the natural charge from an NBO analysis.
Element x y z (Å)
C: 0.5248 1.3256 0.0330  -0.4316
C: 1.7410 -0.6496 -0.2864  -0.4242
C: -0.6184 -0.7710 0.2633  -0.3058
C: -1.9800 -0.2958 -0.0638  -0.0213
C: -3.1000 0.0046 -0.3318  -0.2324
H: -0.4963 1.7929 -0.0248  0.2178
H: 1.2310 1.9331 -0.5349  0.2049
H: 0.9291 1.3100 1.0985  0.1651
H: 1.8167 -1.7185 -0.6217  0.2032
H: 2.5726 -0.1211 -0.7771  0.2102
H: 2.0499 -0.6682 0.8153  0.1570
H: -0.5034 -0.7156 1.3884  0.1985
H: -0.5527 -1.8713 -0.0042  0.2318
H: -4.0549 0.5072 -0.4506  0.2408
N: 0.4406 -0.0622 -0.5033  -0.4139

Forces on the atoms, in the same order (eV/Å):
-0.62 -0.15 0.42
1.17 -1.61 1.03
0.22 -1.13 -0.17
1.49 -0.68 0.14
-1.52 1.21 -0.03
1.08 -0.35 0.23
-0.13 -0.17 -0.21
-0.71 0.06 -0.90
-0.38 0.91 0.13
-0.65 0.12 -0.14
-0.49 0.06 -0.91
0.21 0.10 -0.92
-0.09 1.19 0.28
0.60 -0.66 -0.07
-0.19 1.08 1.13

This record from the OMol25 dataset describes the molecule C5H9N at a distorted geometry. The level of theory is wB97M-V/def2-TZVPD.

Properties
ΔE to the lowest compared entry with this formula, charge and spin   2.419 eV
Multiplicity   1
SMILES string   C1CC1N1CC1
Calculated total energy   -250.57804 a.u.
Molecular weight   83.1 g mol⁻¹
Gap between HOMO and LUMO   10.6 eV
LUMO energy   1.32 eV

Each line ends with the natural charge from an NBO analysis.
Element x y z (Å)
C: 1.7509 -0.7518 -0.1432  -0.4201
C: 1.8276 0.7495 -0.0790  -0.4237
C: 0.5979 0.0098 0.4428  -0.0750
C: -1.7704 0.7685 -0.0228  -0.2719
C: -1.8010 -0.6968 0.1041  -0.2510
H: 2.3889 -1.3357 0.5424  0.2084
H: 1.6273 -1.2353 -1.1351  0.2296
H: 1.7040 1.2711 -0.9805  0.2188
H: 2.4035 1.2878 0.6517  0.2141
H: 0.5120 -0.0542 1.5051  0.1861
H: -1.7654 1.3871 0.8903  0.1940
H: -2.2546 1.2423 -0.8598  0.2005
H: -2.3531 -1.3288 -0.6146  0.1976
H: -1.8126 -1.1146 1.0718  0.1871
N: -0.5829 -0.0851 -0.4119  -0.3943

Forces on the atoms, in the same order (eV/Å):
1.04 -0.77 0.28
-1.11 -0.68 0.73
0.20 -0.74 -1.67
0.64 -0.02 -0.09
-0.17 -0.49 -1.28
-0.37 0.39 -0.40
-0.09 0.60 0.84
-0.20 0.57 -1.13
0.33 -0.21 0.21
-0.42 0.06 0.67
0.34 -0.50 -0.42
-0.10 0.04 -0.15
0.34 0.53 0.29
0.21 -0.34 1.19
-0.65 1.58 0.91

This record from the OMol25 dataset describes an isolated ion of composition C5H9N and charge +1 at a distorted geometry. The level of theory is wB97M-V/def2-TZVPD.

Properties
ΔE to the lowest compared entry with this formula, charge and spin   2.082 eV
Multiplicity   2
Calculated total energy   -250.29207 a.u.
Molecular weight   83.1 g mol⁻¹
Gap between HOMO and LUMO (alpha / beta)   9.0 / 5.9 eV
Total charge   +1
LUMO energy (alpha / beta)   -4.20 / -7.28 eV

Each line ends with the natural charge from an NBO analysis.
Element x y z (Å)
C: -0.1711 -0.2770 0.8301  0.0368
C: -0.6215 0.7106 1.6732  0.0777
N: -0.0757 0.9243 2.9228  -0.5891
C: -0.5550 -0.2433 -0.7158  -0.4968
C: 0.7286 -0.5394 -1.5133  -0.2495
C: 0.6894 -0.8040 -2.8707  -0.3144
H: 0.3028 -1.2011 1.2832  0.2436
H: -1.5258 1.2788 1.5203  0.2486
H: -0.2568 1.8379 3.3061  0.4261
H: 0.6786 0.4242 3.4044  0.4381
H: -0.6125 0.8278 -0.9121  0.2457
H: -1.5313 -0.8881 -0.8900  0.2908
H: 1.7324 -0.1393 -1.1854  0.2213
H: 1.4559 -0.7039 -3.6472  0.2322
H: -0.2380 -1.2076 -3.2056  0.1888

Forces on the atoms, in the same order (eV/Å):
-0.90 -2.13 -1.73
1.17 -0.09 3.43
-0.66 0.06 -1.89
1.13 -0.88 2.15
1.18 0.30 -3.52
-0.34 -0.05 2.79
-0.06 1.35 -0.74
0.26 0.63 -0.66
-0.39 0.04 0.47
-0.26 -0.09 -0.86
-1.20 -0.02 -0.11
2.09 1.38 0.04
-1.42 -0.36 0.35
0.10 -0.12 0.92
-0.71 -0.01 -0.62